14
Properties=species:S:1:pos:R:3 method="wB97M-V/def2-TZVPD" multiplicity=1 homo_ha=-0.3263 charge=0 gap_ev=9.8048 largest_force_ev_per_a=1.9 relative_energy_kj_mol=228.96
H 1.3153 1.0698 1.1937
C 0.5562 0.4585 0.7462
C 0.5042 -1.0891 0.5371
H 2.0224 0.1549 -0.8381
H -0.2203 -1.7219 1.0671
H 0.7441 1.2945 -1.3570
H -2.0104 -0.8599 -0.4999
C -1.2218 -0.1184 -0.6119
H -1.4761 0.5782 -1.4184
H 1.4956 -1.5448 0.5870
C 0.9612 0.4183 -0.7375
C -0.9413 0.7125 0.6566
O -1.7322 1.3266 1.3280
N 0.0819 -0.7715 -0.8789